This record from the Open Molecules 2025 dataset describes the molecule C4H5NO. The level of theory is ωB97M-V with the def2-TZVPD basis set.

Values from the calculation:
HOMO: -9.29 eV
gap between HOMO and LUMO: 8.4 eV
energy relative to the best compared isomer or geometry (same formula, charge and spin): 4.565 eV
energy: -7761.96147 eV
largest force on an atom: 0.45 eV/A

Each line ends with the Löwdin charge.
Positions of all 11 atoms, in Å:
C1 0.194 0.654 -1.710  -0.056
C2 0.007 0.217 -0.290  -0.383
N1 -1.028 0.668 0.397  0.123
O1 -1.057 0.130 1.602  -0.083
C3 0.062 -0.804 1.661  -0.215
C4 0.840 -0.704 0.439  0.103
H1 -0.592 1.351 -2.012  0.076
H2 1.170 1.130 -1.845  0.079
H3 0.162 -0.220 -2.368  0.079
H4 0.563 -0.677 2.624  0.133
H5 -0.382 -1.813 1.625  0.145